Density functional theory data (wB97M-V/def2-TZVPD) for a molecular structure, C28H73AlBr3F2N10O16P3S2 in a non-equilibrium geometry.

The calculation puts the total energy at -349556.055 eV. Its charge is +2. The HOMO-LUMO gap comes out at 0.0479 hartree. As for the HOMO energy: -0.4416 hartree. The energy above the lowest of the compared OMol25 structures with the same formula, charge and spin comes out at 0.402 eV. The multiplicity is 1.

Atoms and positions in Å:
1 Br 1.502 -7.396 -1.915
2 Br 1.653 -4.838 -3.913
3 Br 3.319 -4.789 -1.133
4 S -0.359 0.166 -0.681
5 S 1.143 -1.504 -0.442
6 P 3.923 -0.303 3.470
7 P 2.089 6.289 -3.538
8 P -4.498 -2.377 1.622
9 Al -0.458 -1.278 3.300
10 F -1.646 0.629 0.098
11 F 1.919 -2.436 0.624
12 O 0.601 -6.055 1.594
13 O 0.568 -2.480 -1.355
14 O 2.276 -0.669 -0.882
15 O 3.069 7.057 -2.649
16 O -1.098 -0.378 -1.818
17 O -3.143 -4.548 -3.840
18 O -0.270 -3.889 1.821
19 O -5.019 -3.471 -4.700
20 O 2.538 -0.342 3.798
21 O -3.249 -1.771 2.170
22 O 0.121 3.808 2.471
23 O 1.504 3.209 4.068
24 O 0.327 1.425 -0.938
25 O -3.159 -2.416 -4.568
26 O 0.336 1.601 2.868
27 O -1.013 -5.412 0.219
28 N 4.805 -1.840 3.353
29 N 0.947 7.383 -4.131
30 N -5.914 -1.979 2.430
31 N 0.220 -0.836 0.565
32 N -4.466 -4.062 1.499
33 N 4.731 0.653 4.632
34 N -4.798 -1.680 0.035
35 N 2.661 5.443 -4.927
36 N 1.192 5.177 -2.632
37 N 4.356 0.415 1.956
38 C -0.434 6.947 -4.452
39 C -5.952 -0.943 3.430
40 C 3.541 1.460 1.353
41 C -1.727 -4.620 -0.668
42 C 5.774 0.484 1.421
43 C -3.709 -3.534 -4.286
44 C -5.035 -0.190 -0.070
45 C 1.741 4.917 -5.876
46 C 1.346 -6.025 2.766
47 C -0.879 3.757 1.551
48 C -3.710 -4.859 2.502
49 C 5.006 -2.586 4.574
50 C 1.216 3.706 -2.907
51 C 4.100 1.922 5.169
52 C 0.628 2.813 3.092
53 C -4.348 -2.264 -1.183
54 C 1.648 -5.502 -2.025
55 C -5.859 -4.510 -4.303
56 C -7.306 -2.259 1.906
57 C -0.284 -5.000 1.280
58 C -5.580 -4.830 0.928
59 C -1.715 -2.335 -4.541
60 C 1.936 4.586 4.307
61 C 6.170 0.543 4.870
62 C 4.553 -2.758 2.268
63 C 0.580 5.536 -1.339
64 C 1.331 8.703 -4.747
65 C 4.110 5.374 -5.310
66 H 6.416 1.149 5.742
67 H 5.161 -3.658 2.353
68 H -1.133 4.725 1.119
69 H -7.926 -1.364 1.863
70 H -4.746 -1.683 -2.016
71 H 6.670 0.972 4.002
72 H 5.895 0.069 0.420
73 H -5.593 0.036 -0.979
74 H -7.218 -2.700 0.913
75 H 1.935 3.400 -3.668
76 H -4.948 -0.946 3.853
77 H 0.859 -4.942 -1.524
78 H 4.178 -3.277 4.734
79 H 4.945 -1.868 5.392
80 H -0.577 3.005 0.822
81 H 4.169 2.688 4.396
82 H 6.073 1.531 1.473
83 H 4.052 1.863 0.478
84 H -6.008 -4.532 -3.223
85 H 0.295 6.579 -1.482
86 H 1.377 5.398 -0.609
87 H 1.921 -6.938 2.924
88 H 1.617 4.902 5.300
89 H -4.135 0.352 0.218
90 H 3.335 2.240 2.086
91 H -0.487 6.678 -5.507
92 H 4.195 4.588 -6.060
93 H 4.340 6.314 -5.811
94 H -1.200 -3.996 -1.391
95 H 6.431 -0.469 5.180
96 H 2.273 4.129 -6.408
97 H 0.242 3.301 -3.181
98 H -5.172 -5.726 0.459
99 H -6.359 -4.941 1.682
100 H 2.580 1.026 1.081
101 H 1.463 5.248 3.581
102 H 6.440 -0.098 2.057
103 H -1.426 -1.390 -4.081
104 H 3.032 1.714 5.244
105 H -2.475 -5.215 -1.192
106 H -4.809 -3.244 -1.307
107 H -2.872 -4.322 2.947
108 H 2.262 8.610 -5.307
109 H -1.809 3.525 2.069
110 H 1.541 9.470 -4.001
111 H 2.042 -5.186 2.751
112 H 0.642 -5.932 3.594
113 H -4.365 -5.117 3.335
114 H 1.645 3.253 -2.013
115 H 4.375 2.206 6.185
116 H -5.941 0.051 2.983
117 H -1.112 7.795 -4.358
118 H 5.982 -3.071 4.575
119 H -3.315 -5.784 2.082
120 H 1.476 5.714 -6.571
121 H -0.721 6.117 -3.807
122 H 3.481 -2.944 2.204
123 H 3.014 4.556 4.149
124 H -1.268 -2.516 -5.518
125 H -7.624 -3.017 2.622
126 H -5.744 0.065 0.717
127 H -1.256 -3.041 -3.850
128 H 0.843 4.559 -5.373
129 H -6.763 -4.515 -4.912
130 H -0.288 4.897 -1.177
131 H -3.262 -2.355 -1.167
132 H -5.410 -5.401 -4.741
133 H 0.622 8.830 -5.566
134 H 4.538 -2.319 1.270
135 H -6.678 -1.062 4.234
136 H -6.012 -4.277 0.094
137 H -2.338 -3.893 -0.133
138 H 4.785 5.146 -4.485

Force components x, y, z for each atom (eV/Å):
Br -0.0510 0.4304 0.0644
Br -0.0813 -0.5026 1.0984
Br -0.8839 -0.6717 -0.4970
S -4.8636 4.0152 -1.0747
S 7.1418 -5.5246 -1.5921
P 4.8783 -1.7720 -0.9146
P 1.1640 1.0434 2.4536
P -0.3024 0.4569 -1.2709
Al 0.0519 0.0841 -0.6740
F -0.1110 0.4690 1.5088
F -0.5065 0.1718 0.0350
O -2.6207 1.1034 -2.2302
O 0.7450 1.4768 1.1040
O -2.2787 -1.0107 0.0491
O -1.4731 -1.7347 -2.5324
O 2.2165 -0.4506 1.1124
O -1.6358 2.1907 -0.4754
O -0.4654 -2.2289 -0.8101
O 1.4189 1.5868 0.6772
O -3.2388 -0.0040 0.0667
O -0.7163 -0.5362 0.4254
O 1.7069 3.0285 1.2521
O -0.6950 -1.0274 -0.7134
O 0.0308 -1.8097 0.9520
O 1.3412 1.9966 -0.4635
O 1.0974 3.5610 0.9595
O 1.9813 -1.1714 1.6402
N -0.2586 2.8614 0.1777
N -0.4707 0.1184 -0.5690
N -1.0531 0.4888 -0.6349
N -2.4561 2.7919 -1.5411
N 0.7131 0.6918 -0.2060
N 0.0399 0.4134 0.6276
N -0.4495 0.5769 1.3807
N 1.3434 0.4900 2.3681
N 0.2379 -1.0779 -2.1562
N 1.2659 0.0366 -0.3293
C 0.8877 0.4463 0.0863
C 2.3053 0.4007 0.3239
C -0.4624 -0.7032 0.3282
C -2.0825 2.0131 -0.1879
C -0.6543 -0.7467 1.5470
C -0.4776 -4.1089 0.0076
C -0.6988 -1.6498 1.9291
C -0.1188 0.0067 -0.2049
C 0.0647 0.9232 1.3251
C -2.1396 -1.1734 -1.2821
C -0.1661 0.6403 0.2724
C -0.6170 0.9439 0.8237
C 0.8657 0.7313 0.4187
C -1.3120 -1.8838 -1.0558
C -0.1160 -3.6582 0.8450
C -0.4360 -0.6663 -0.3218
C 1.0103 1.2449 -0.5180
C 0.1878 -1.7064 -1.1879
C 1.9435 -1.0154 0.2170
C 1.7556 0.3322 -0.0019
C 0.3272 1.0975 -0.4823
C 0.7086 -0.1338 1.0635
C -0.7290 -0.3996 -1.0040
C -0.6028 0.3280 0.4651
C -1.6490 0.6495 -1.2885
C 1.0151 0.3445 -1.5370
C 0.5841 -1.8545 -0.2531
C -1.2148 0.3440 -0.1263
H -0.0410 0.2276 -0.1499
H -0.0874 0.2346 -0.1063
H 0.9728 0.1495 0.0011
H 0.1528 -0.0411 0.2151
H 0.5202 0.1306 -0.0750
H 0.6595 -0.4152 0.0622
H -0.5393 0.2189 -0.1773
H 0.8256 0.0622 -0.2542
H -0.2790 0.0984 0.0926
H -0.0932 0.4932 -0.2243
H -0.0574 -0.0515 0.6296
H 0.0838 -0.5142 -0.1559
H 0.1746 -0.4032 0.0147
H 0.2260 -0.2573 0.3382
H -0.6867 0.1057 -0.3685
H 0.4604 0.3802 0.3340
H 0.0758 0.0387 -0.2596
H -0.1493 -0.0468 0.1504
H -0.1432 -0.2230 -0.1759
H -0.1386 0.0313 0.8086
H -0.4606 0.1899 0.5832
H -0.2900 -0.1084 -0.6082
H 0.2848 -0.3141 0.0061
H 0.1708 0.1992 -0.8964
H -0.0094 0.3785 0.1013
H -0.0773 -0.3039 -0.2066
H 0.0188 -0.0198 0.0916
H 0.5195 0.0630 0.1457
H 0.7795 -0.5747 0.1054
H 0.3077 0.0149 -0.7599
H -0.5330 -0.1475 -0.1355
H -0.0848 0.0433 0.3884
H -0.2598 -0.3250 0.5522
H -0.0185 -0.7190 -0.1026
H -0.1653 0.1098 -0.1963
H 0.1996 -0.0157 0.0379
H -0.1526 -0.0134 0.0418
H -0.3664 0.2708 -0.6198
H -0.0628 -0.0151 -0.1522
H 0.5021 -0.4690 -0.0254
H 0.3622 -0.3728 0.0061
H -0.0560 0.2935 -0.3774
H 0.3851 -0.3117 0.2388
H -0.0935 -0.6982 -0.1395
H -0.7723 0.1418 -0.1204
H 0.0048 0.1155 0.1412
H 0.2620 0.1511 0.3441
H -0.1871 -0.1674 0.0259
H -0.5751 -0.3692 0.1575
H 0.8512 -0.1263 -0.3686
H -0.8794 0.2770 -0.1055
H -0.0104 -0.0006 0.3522
H -0.1083 -0.1363 0.0135
H -0.1695 0.0852 -0.3562
H -0.2842 -0.0826 -0.4259
H -0.0783 0.1677 -0.2197
H -0.2580 -1.1230 0.7788
H -0.1176 0.3416 0.3340
H -0.4280 0.2570 -0.0780
H -0.9916 0.1953 -0.2713
H -0.1248 0.0184 0.2134
H -0.4713 -0.4480 -0.1020
H -0.0360 -0.1357 -0.2531
H -0.3170 0.9723 0.5239
H 0.0864 0.0661 0.1069
H 0.1730 0.0594 -0.5830
H 0.2198 -0.6343 1.0172
H -0.3667 0.9182 0.6011
H 1.2856 0.3870 -0.1850
H -0.1816 -0.1639 -0.3858
H -0.0938 0.1188 0.0538
H 0.0765 0.0817 0.4456
H -0.2867 0.3523 0.0983